{
  "formula": "C47H34N2O6PtS4",
  "method": "ωB97M-V/def2-TZVPD",
  "total_energy_ev": -111142.2715,
  "homo_ev": [-7.2, -8.1],
  "de_lowest_kcal_mol": 20.8,
  "s_squared": 2.0111,
  "max_force_ha_per_bohr": 0.028,
  "charge": 0,
  "multiplicity": 3,
  "e_lumo_ev": [-0.27, -0.86],
  "orbital_gap_ev": [6.95, 7.24],
  "elements": ["Pt", "C", "C", "C", "C", "C", "C", "C", "S", "O", "C", "C", "C", "C", "C", "C", "C", "C", "C", "C", "C", "C", "C", "C", "C", "C", "C", "C", "C", "C", "S", "O", "C", "C", "C", "C", "C", "C", "C", "H", "H", "H", "H", "H", "H", "H", "H", "H", "H", "H", "H", "H", "H", "H", "H", "H", "H", "H", "H", "H", "H", "H", "H", "H", "H", "O", "C", "O", "C", "C", "C", "C", "C", "N", "H", "H", "H", "H", "O", "S", "O", "N", "C", "S", "C", "C", "C", "C", "C", "C", "H", "H", "H", "H"],
  "positions_angstrom": [[-0.8901, 1.1986, -1.3650], [-2.4397, 2.8263, 7.9703], [-2.2444, 2.1673, 6.6310], [-1.0300, 2.3115, 5.9505], [-0.8331, 1.7273, 4.7157], [-1.8581, 0.9762, 4.1525], [-3.0712, 0.8299, 4.7959], [-3.2569, 1.4252, 6.0399], [-1.6575, 0.2976, 2.5095], [-1.0324, 1.4169, 1.7439], [-0.3638, -0.9391, 2.8578], [-0.3061, -1.4691, 4.1734], [0.5773, -2.4470, 4.5024], [1.4753, -2.9563, 3.5352], [2.4469, -3.9288, 3.8788], [3.3076, -4.4173, 2.9416], [3.2293, -3.9500, 1.6120], [2.2985, -3.0191, 1.2531], [1.3854, -2.4855, 2.2052], [0.4114, -1.4789, 1.8594], [0.2906, -1.2082, 0.3926], [-0.2706, -2.2326, -0.4280], [-1.0201, -3.3008, 0.1293], [-1.5788, -4.2518, -0.6724], [-1.3971, -4.2163, -2.0741], [-0.6626, -3.2190, -2.6396], [-0.0956, -2.1957, -1.8371], [0.6208, -1.1353, -2.4241], [0.9997, -0.0498, -1.6611], [0.8183, -0.1042, -0.2326], [1.4570, 1.3500, 0.6652], [1.0471, 2.4712, -0.2574], [3.1901, 1.0329, 0.3028], [3.8581, 1.7519, -0.6708], [5.1865, 1.4537, -0.9357], [5.8550, 0.4537, -0.2348], [7.2997, 0.1506, -0.5283], [5.1652, -0.2397, 0.7586], [3.8411, 0.0529, 1.0387], [-1.7348, 2.4314, 8.7042], [-3.4488, 2.6681, 8.3473], [-2.2673, 3.9013, 7.8975], [-0.2359, 2.8958, 6.4018], [0.0962, 1.8579, 4.1735], [-3.8676, 0.2681, 4.3219], [-4.2065, 1.3143, 6.5493], [-0.9786, -1.0837, 4.9272], [0.6110, -2.8374, 5.5126], [2.4901, -4.2724, 4.9057], [4.0506, -5.1562, 3.2119], [3.9164, -4.3331, 0.8681], [2.2689, -2.6733, 0.2293], [-1.1679, -3.3384, 1.2009], [-2.1741, -5.0414, -0.2316], [-1.8526, -4.9770, -2.6947], [-0.5188, -3.1694, -3.7125], [0.8750, -1.1603, -3.4786], [1.6353, 0.7198, -2.0839], [3.3334, 2.5263, -1.2180], [5.7118, 2.0058, -1.7066], [7.4891, 0.1471, -1.6019], [7.5894, -0.8187, -0.1243], [7.9503, 0.9060, -0.0824], [5.6690, -1.0190, 1.3188], [3.3150, -0.4820, 1.8211], [-4.3177, 1.0055, 0.9885], [-3.4471, 1.1697, 0.1488], [-2.6227, 0.2821, -0.2797], [-3.3566, 2.5420, -0.5096], [-4.3820, 3.4652, -0.4036], [-4.2236, 4.7067, -0.9942], [-3.0381, 4.9984, -1.6564], [-2.0580, 4.0295, -1.7226], [-2.2317, 2.8286, -1.1678], [-5.2669, 3.1843, 0.1482], [-5.0125, 5.4456, -0.9361], [-2.8728, 5.9607, -2.1204], [-1.1165, 4.1970, -2.2282], [0.5873, 2.6605, -6.3425], [0.4478, 1.3410, -5.8058], [1.6313, 0.5381, -5.6327], [-0.3846, 1.3768, -4.3773], [-1.4583, 0.6417, -4.4384], [-2.4573, 0.3339, -3.0918], [-1.7344, 0.0279, -5.7731], [-2.7730, -0.8102, -6.1421], [-2.8103, -1.2650, -7.4545], [-1.8298, -0.8883, -8.3687], [-0.7807, -0.0575, -7.9923], [-0.7595, 0.3821, -6.6859], [-3.5251, -1.0892, -5.4148], [-3.6098, -1.9222, -7.7710], [-1.8823, -1.2501, -9.3875], [-0.0164, 0.2367, -8.6996]]
}


{
  "formula": "C6H15NO",
  "method": "ωB97M-V/def2-TZVPD",
  "total_energy_ev": -9991.1274,
  "homo_ev": [-13.5, -13.4],
  "de_lowest_kcal_mol": 94.8,
  "s_squared": 0.7554,
  "max_force_ha_per_bohr": 0.104,
  "charge": 1,
  "multiplicity": 2,
  "e_lumo_ev": [-3.45, -9.41],
  "orbital_gap_ev": [10.06, 3.95],
  "elements": ["C", "C", "C", "C", "C", "C", "N", "H", "H", "H", "H", "H", "H", "H", "H", "H", "H", "H", "H", "H", "H", "H", "O"],
  "positions_angstrom": [[0.8932, -0.8271, -0.1491], [0.6447, -0.0725, 1.1587], [-0.8185, -0.0699, 1.4876], [-1.6888, 0.6549, 0.4961], [-1.4715, 2.0778, 0.3366], [-0.6664, 2.5641, -0.5696], [1.4356, -2.2317, -0.0032], [-0.0668, -1.0448, -0.7703], [1.6803, -0.2388, -0.7499], [1.1337, 0.8980, 1.2668], [1.0411, -0.6878, 2.0262], [-0.9611, -1.0987, 1.7599], [-0.9801, 0.5334, 2.4550], [-2.7684, 0.5058, 0.5167], [-1.4131, 0.1300, -0.4878], [-1.9364, 2.6527, 1.1316], [-0.5699, 3.7211, -0.7058], [-0.3203, 2.0797, -1.4340], [2.3920, -2.3222, 0.2401], [0.9002, -2.6681, 0.7381], [0.9437, -1.7264, -2.2278], [1.7370, -1.2083, -3.4054], [0.8599, -1.6214, -3.1106]]
}


{
  "formula": "C16H13CuN2O",
  "method": "ωB97M-V/def2-TZVPD",
  "total_energy_ev": -66455.8868,
  "homo_ev": [-2.1, -3.0],
  "de_lowest_kcal_mol": 204.9,
  "s_squared": 0.7800,
  "max_force_ha_per_bohr": 0.227,
  "charge": -1,
  "multiplicity": 2,
  "e_lumo_ev": [3.37, 3.06],
  "orbital_gap_ev": [5.47, 6.10],
  "elements": ["Cu", "C", "C", "C", "C", "N", "C", "C", "C", "C", "C", "C", "N", "H", "H", "H", "H", "H", "H", "H", "H", "O", "C", "C", "C", "C", "C", "C", "H", "H", "H", "H", "H"],
  "positions_angstrom": [[-0.2966, 0.0421, 0.0181], [2.2198, -3.8709, -0.4796], [3.5375, -3.3579, -0.4627], [3.7869, -2.0090, -0.3238], [2.7368, -1.0727, -0.1915], [1.2434, -1.7072, -0.2166], [1.1396, -3.0158, -0.3553], [2.8938, 0.5959, -0.0152], [4.1010, 1.3291, 0.0290], [4.1076, 2.6998, 0.1773], [2.9074, 3.4396, 0.2925], [1.6858, 2.7918, 0.2580], [1.5437, 1.4865, 0.1208], [2.0473, -4.9335, -0.5897], [4.3718, -4.0440, -0.5615], [4.8169, -1.6696, -0.3172], [0.1179, -3.3908, -0.3657], [5.0503, 0.8115, -0.0549], [5.0559, 3.2254, 0.2066], [2.9362, 4.5151, 0.4081], [0.7514, 3.3431, 0.3448], [1.3811, -0.1087, -0.0473], [-5.0470, 0.5207, 0.2238], [-4.2145, 1.5520, 0.6388], [-2.8339, 1.4026, 0.5749], [-2.2471, 0.2183, 0.0944], [-3.1090, -0.8060, -0.3178], [-4.4938, -0.6559, -0.2535], [-6.1230, 0.6471, 0.2776], [-4.6578, 2.4710, 1.0116], [-2.1884, 2.2114, 0.9005], [-2.7035, -1.7387, -0.6961], [-5.1355, -1.4692, -0.5808]]
}


{
  "formula": "C17H32N4O2PSi",
  "method": "ωB97M-V/def2-TZVPD",
  "total_energy_ev": -45362.6163,
  "homo_ev": -10.1,
  "max_force_ha_per_bohr": 0.017,
  "charge": 1,
  "e_lumo_ev": -4.21,
  "orbital_gap_ev": 5.91,
  "elements": ["C", "C", "C", "C", "C", "N", "C", "N", "P", "O", "N", "C", "C", "C", "C", "O", "Si", "C", "C", "C", "H", "H", "H", "H", "H", "H", "H", "H", "H", "H", "H", "H", "H", "H", "H", "H", "H", "H", "H", "H", "H", "H", "H", "H", "H", "H", "H", "N", "C", "C", "C", "C", "H", "H", "H", "H", "H"],
  "positions_angstrom": [[2.0461, -5.2355, 1.3210], [2.4932, -4.4021, 0.5788], [3.0287, -3.3939, -0.3413], [2.0386, -2.2438, -0.6374], [2.5239, -0.8566, -0.2043], [1.8474, -0.3646, 1.0229], [2.7548, -0.1173, 2.0492], [2.7488, -0.8447, 3.1104], [1.6050, -2.2163, 3.2994], [1.6825, -2.7040, 4.6735], [3.5116, 1.0370, 1.8930], [2.5060, 1.9585, 1.2883], [1.2828, 1.0380, 0.9561], [0.4628, 1.3251, -0.2846], [-0.6809, 0.3228, -0.4706], [-1.9466, 0.9325, -0.2106], [-3.0698, -0.1565, 0.4074], [-2.9488, -1.8024, -0.4851], [-4.7782, 0.5171, 0.1456], [-2.7671, -0.3865, 2.2460], [1.6543, -5.9396, 2.0090], [3.3237, -3.8863, -1.2671], [3.9515, -3.0064, 0.1010], [1.8817, -2.2141, -1.7146], [1.0788, -2.4561, -0.1686], [2.3537, -0.1518, -1.0120], [3.6104, -0.8913, -0.0678], [3.3908, -0.6142, 3.8654], [2.0272, -3.0473, 2.2568], [0.4144, -1.5946, 2.9172], [4.3343, 0.8619, 1.3239], [2.1721, 2.6029, 2.1008], [2.9014, 2.6148, 0.5188], [0.6063, 1.0889, 1.8139], [1.0752, 1.3991, -1.1822], [0.0219, 2.3140, -0.1360], [-0.5523, -0.5122, 0.2267], [-0.6833, -0.0510, -1.4980], [-2.1700, -2.4179, -0.0241], [-3.8898, -2.3455, -0.4324], [-2.6483, -1.6585, -1.5246], [-5.4660, -0.2723, 0.4608], [-4.9529, 0.6803, -0.9192], [-4.9921, 1.4235, 0.7082], [-3.5610, 0.1176, 2.7992], [-2.7849, -1.4382, 2.5387], [-1.8242, 0.0490, 2.5888], [-1.5811, 2.7574, -3.0171], [-2.1575, 3.9543, -2.6881], [-1.9150, 4.8298, -3.7119], [-1.1656, 4.1330, -4.6994], [-0.9771, 2.8566, -4.2430], [-1.6034, 1.9354, -2.4434], [-2.6897, 4.0771, -1.7604], [-2.2421, 5.8549, -3.7534], [-0.8116, 4.5247, -5.6379], [-0.4708, 2.0156, -4.6858]]
}